No. 1
Density functional theory data (ωB97M-V/def2-TZVPD) for a structure of composition C28H46N11OS4Sc at a distorted geometry.

Structure (XYZ):
```
91
Properties=species:S:1:pos:R:3:forces:R:3
Sc -17.3910 11.5949 1.5303 0.19 -0.62 1.37
C -23.9269 9.0144 2.0256 0.97 0.57 -0.36
C -22.6281 9.8207 1.6003 -1.59 -0.89 0.44
N -21.4133 9.5335 2.3625 -0.14 0.20 0.32
C -20.3335 10.3593 2.2203 -2.04 -0.20 -2.10
S -19.0961 10.2329 3.3245 1.57 0.38 1.29
N -20.3994 11.2054 1.1605 -0.88 -1.16 0.00
N -19.4721 12.1684 1.3729 0.44 0.93 1.51
C -19.8457 13.3463 1.7762 -0.57 -0.53 -1.50
C -21.1357 13.9557 1.3223 -1.05 -0.77 3.02
C -18.9050 13.8952 2.7198 1.85 1.43 1.43
C -19.1253 15.0199 3.5546 0.53 -0.68 -1.58
C -18.0908 15.3508 4.4244 -0.89 0.37 0.61
C -16.9203 14.6250 4.5388 0.83 0.98 0.38
C -16.7524 13.5656 3.6896 -0.16 -1.15 -1.03
N -17.7367 13.1848 2.8438 -0.34 1.98 1.06
H -24.7386 9.1973 1.2785 0.61 0.22 0.88
H -24.2208 9.2029 3.0631 -0.22 0.36 -0.32
H -23.7495 7.9556 1.9804 0.29 -0.62 -0.13
H -22.8710 10.8916 1.6635 0.28 -0.29 -0.28
H -22.4200 9.5038 0.5905 -0.06 0.47 -0.57
H -21.4890 9.0044 3.2334 0.19 0.38 -0.52
H -21.8551 13.1354 1.1997 0.11 0.31 -0.08
H -21.0300 14.4564 0.4226 0.50 0.82 -2.00
H -21.5696 14.7116 2.0136 0.38 -0.65 -0.20
H -19.9766 15.6812 3.3455 0.35 -0.44 0.53
H -18.2237 16.1990 5.0817 0.01 0.18 -0.09
H -16.1159 15.0325 5.1863 -0.64 -0.74 -0.42
H -15.8357 12.9518 3.5513 -0.61 0.74 0.69
C -18.4686 6.6748 0.1737 0.14 -0.29 -0.63
N -17.8058 7.6001 1.0857 -0.63 -2.57 0.36
C -17.2627 7.1034 2.3235 1.12 -2.30 0.54
C -17.5131 8.8042 0.7359 1.37 1.70 0.12
N -16.8004 9.5877 1.4797 1.12 -0.45 0.54
N -17.9300 9.1819 -0.5122 -0.30 -1.97 -2.79
C -17.9116 10.4055 -1.1194 -0.38 0.73 -1.46
N -18.4255 10.5152 -2.3989 0.77 -1.96 1.18
N -17.4672 11.4836 -0.5355 -0.66 -0.35 -0.98
H -17.8462 6.4503 -0.7369 -0.44 0.12 0.73
H -19.4235 7.0949 -0.1169 -0.21 0.02 -0.23
H -18.6819 5.7228 0.6536 0.20 0.16 0.13
H -17.5968 7.5962 3.2258 -0.49 0.36 -0.02
H -16.1414 7.1060 2.3528 -0.74 0.11 -0.30
H -17.5376 6.0230 2.3901 0.16 0.97 0.13
H -16.4745 9.0645 2.3124 -0.33 0.93 -0.55
H -17.9447 8.3119 -1.1403 -0.49 2.19 0.90
H -18.4792 9.6610 -2.9893 -0.35 1.52 0.46
H -18.7005 11.4476 -2.6772 0.06 -0.57 -0.52
H -17.6146 12.2563 -1.1800 0.26 0.14 0.32
C -16.7843 10.3348 8.2433 0.18 -0.40 -1.31
C -15.3602 10.6567 7.9145 -0.30 0.55 0.25
N -14.7901 10.1852 6.8620 1.72 1.15 0.02
C -13.4788 10.7164 6.7671 0.09 -1.35 0.65
C -13.0607 11.4970 7.8425 -0.62 -0.48 -2.02
S -14.3704 11.7808 8.8731 -0.93 -0.88 0.08
C -12.6150 10.1818 5.6738 0.31 0.84 -0.79
C -11.2427 10.1554 5.7158 -0.99 -0.12 -0.31
S -10.5994 9.7798 4.1905 -0.18 -0.10 -0.57
C -12.1924 9.6864 3.5016 -0.65 0.78 2.70
N -13.1449 9.9068 4.4084 0.99 0.08 -0.48
C -12.4917 9.3683 2.0979 0.25 -2.55 -0.33
H -17.0204 9.2957 7.9511 0.24 0.50 0.22
H -17.4718 10.9862 7.7070 0.04 0.10 -0.23
H -16.9796 10.4883 9.2564 -0.34 0.02 1.76
H -12.1187 12.0037 7.9748 0.03 -0.08 -0.04
H -10.6124 10.3743 6.5433 0.35 0.01 0.45
H -12.6852 8.2336 2.0731 0.31 1.47 -0.22
H -11.6505 9.5514 1.4109 -0.47 0.14 0.22
H -13.4269 9.8153 1.8016 -0.16 0.42 -0.25
C -14.0714 14.7652 -2.5740 -1.08 0.71 -0.75
C -15.3592 14.7645 -1.7124 -0.51 0.65 0.03
C -15.0828 14.7585 -0.2170 0.72 -0.47 0.44
S -14.5487 13.0600 0.2757 -0.06 -0.75 -0.01
O -15.4835 12.4941 1.3892 0.36 0.77 -0.74
C -13.0213 13.4072 1.1570 0.22 0.46 -0.74
C -13.2466 14.3537 2.3024 -0.07 -0.55 2.12
C -12.1166 15.2985 2.5905 1.57 -0.59 -1.64
H -14.3798 15.1038 -3.5934 0.56 -0.25 0.72
H -13.5858 13.8138 -2.6883 -0.01 -0.67 0.09
H -13.3032 15.4480 -2.1881 -0.41 0.09 -0.04
H -16.0563 13.9101 -1.8959 0.61 0.55 -0.39
H -15.9531 15.7074 -1.9170 0.67 -1.02 0.12
H -15.9666 14.9749 0.3774 0.00 0.14 0.19
H -14.2339 15.4101 0.0554 -0.58 -0.04 -0.06
H -12.3170 13.8471 0.3954 -0.66 -0.53 0.54
H -12.6477 12.4366 1.4904 0.07 0.06 -0.17
H -13.4860 13.7996 3.2394 0.48 -0.13 -0.61
H -14.1233 14.9425 2.2443 -1.18 0.65 -0.79
H -11.1542 14.7507 2.5956 -0.39 0.21 0.70
H -12.3042 15.8577 3.4728 0.16 0.41 0.84
H -11.9380 15.9890 1.7575 -0.41 0.17 0.07
```
Forces are in eV/Å.

The LUMO energy is -5.729 eV. Its net charge is +2.

No. 2
Density functional theory data (ωB97M-V/def2-TZVPD) for a structure of composition C28H47BrN2OP2Pb at a distorted geometry.

Structure (XYZ):
```
82
Properties=species:S:1:pos:R:3:forces:R:3
N 4.6566 -0.7356 -3.2067 -3.07 -2.28 2.72
C 4.7957 -0.7694 -1.8722 1.69 0.93 0.01
C 3.9574 -1.5361 -1.0515 -0.31 -0.68 -0.62
C 2.9889 -2.3996 -1.6413 0.50 0.74 -1.09
C 2.7824 -2.2401 -3.0343 0.89 0.21 0.71
C 3.6746 -1.4505 -3.7708 0.72 0.39 -1.78
C 2.2041 -3.3428 -0.8475 -0.08 0.31 0.80
Pb -0.3652 -0.0246 0.1802 0.66 -0.46 -0.41
P -2.5203 0.2788 1.8267 -0.77 0.46 0.17
C 0.9846 -3.8509 -1.2341 -1.28 0.03 0.23
C -0.1625 -3.9962 -0.3400 0.95 -0.37 -0.44
C -1.4836 -4.1635 -0.8498 -1.34 0.01 0.28
C -2.6005 -4.1052 -0.0052 1.10 0.07 -1.00
C -2.3936 -3.8702 1.3615 -2.02 -0.64 1.28
C -1.1184 -3.7739 1.9121 1.74 0.04 -0.16
C -0.0042 -3.8552 1.0619 -0.96 0.37 1.51
Br -3.9834 -3.8683 2.5325 1.81 -1.07 -1.54
H 2.5712 -3.5012 0.1726 -0.30 0.26 -0.24
H 0.7557 -3.9921 -2.2909 0.00 0.32 0.11
H 4.0974 -1.4969 0.0333 0.19 -0.02 -0.46
H 1.9965 -2.7718 -3.5573 0.26 0.09 -0.22
H 5.6322 -0.1947 -1.4408 -0.42 -0.24 -0.20
H 3.6234 -1.4082 -4.8638 -0.10 -0.06 0.20
H -1.6478 -4.3310 -1.9110 0.10 -0.03 0.10
H 1.0038 -3.7905 1.4667 -0.36 -0.06 0.17
H -3.6193 -4.2380 -0.3460 0.14 -0.05 -0.32
H -1.0163 -3.6584 2.9919 0.16 -0.10 -0.31
P -0.6094 1.5259 -2.2411 -0.87 0.59 -0.18
C -1.9812 -0.3608 3.4762 0.49 0.20 -0.23
C -3.0030 -1.0968 4.3289 -0.39 -0.40 0.24
H -1.5619 0.5008 4.0217 -0.05 -0.21 -0.25
H -1.1380 -1.0501 3.2836 -0.14 0.33 0.02
H -2.5436 -1.3553 5.2927 -0.12 0.16 -0.20
H -3.9183 -0.5275 4.5364 0.34 -0.07 -0.08
H -3.2814 -2.0516 3.8577 0.10 0.75 0.38
C -3.8635 -0.7792 1.1694 0.59 -0.82 -0.30
C -5.3123 -0.5947 1.6277 -0.23 0.06 0.15
H -3.5442 -1.7907 1.4652 -0.15 0.62 -0.35
H -3.8111 -0.7676 0.0645 -0.01 0.16 0.34
H -5.8888 -1.4273 1.2023 0.05 0.26 0.08
H -5.4291 -0.6521 2.7192 0.10 0.10 -0.35
H -5.7691 0.3351 1.2624 0.20 -0.24 0.16
C -3.2780 1.9206 1.9667 0.45 0.43 -0.13
C -3.9228 2.2027 3.3165 -0.28 0.26 0.27
H -4.0174 1.9925 1.1545 0.25 -0.03 0.12
H -2.4830 2.6553 1.7534 -0.36 -0.11 0.12
H -4.2677 3.2412 3.3011 0.00 -0.17 0.16
H -4.7982 1.5706 3.5167 0.30 0.14 -0.09
H -3.2084 2.1010 4.1417 -0.20 0.05 -0.15
C -0.5590 3.3469 -2.1862 0.22 0.22 0.19
C -1.2906 3.9547 -0.9888 -0.10 0.21 0.11
H -0.9853 3.7240 -3.1269 0.09 -0.17 0.10
H 0.4976 3.6457 -2.1769 -0.22 0.00 0.03
H -1.2319 5.0486 -1.0424 -0.07 -0.26 0.00
H -2.3546 3.6855 -0.9650 0.22 0.05 -0.04
H -0.8320 3.6644 -0.0354 -0.03 -0.05 -0.12
C -2.2999 1.1666 -2.8725 -0.13 0.04 0.23
C -2.5907 -0.3206 -3.0896 -0.09 -0.06 -0.27
H -2.4144 1.7244 -3.8160 0.04 -0.14 0.26
H -3.0208 1.5996 -2.1580 0.24 -0.09 -0.23
H -3.6181 -0.4418 -3.4560 0.28 -0.02 0.05
H -1.9178 -0.7601 -3.8413 -0.23 0.10 0.22
H -2.5135 -0.9107 -2.1656 0.06 0.09 -0.03
C 0.4481 1.0895 -3.6638 0.35 -0.59 -0.10
C 1.8922 1.5789 -3.5566 0.25 -0.01 -0.17
H -0.0178 1.4790 -4.5835 -0.02 -0.03 0.35
H 0.4391 -0.0114 -3.7507 -0.07 0.31 -0.05
H 2.4662 1.2447 -4.4321 -0.21 0.23 0.12
H 1.9631 2.6741 -3.5128 0.04 -0.37 -0.02
H 2.3984 1.1502 -2.6824 -0.09 0.14 0.10
C 2.9614 2.1939 3.2816 -0.21 -0.02 0.28
N 3.3353 2.0625 1.8784 -0.87 -0.62 -1.35
C 4.6514 2.5200 1.4258 0.46 0.21 -0.38
C 2.4877 1.5522 0.9975 0.12 0.34 0.87
O 1.3305 1.1407 1.3197 0.02 0.12 -0.21
H 3.7941 2.6776 3.7799 -0.15 -0.01 0.22
H 2.7820 1.2087 3.7240 0.05 0.19 -0.06
H 2.0576 2.8034 3.3836 0.20 -0.10 -0.03
H 5.2146 1.6978 0.9561 -0.15 0.27 0.31
H 4.5612 3.3419 0.6971 0.01 -0.24 0.39
H 5.1969 2.8751 2.3031 0.02 -0.07 -0.35
H 2.8305 1.5018 -0.0501 0.02 0.09 0.30
```
Forces are in eV/Å.

The LUMO energy (spin up / spin down) is -15.492 / -15.039 eV. Its net charge is +4.

No. 3
Density functional theory data (ωB97M-V/def2-TZVPD) for a structure of composition C28H47BrNOP3Pb at a distorted geometry.

Structure (XYZ):
```
82
Properties=species:S:1:pos:R:3:forces:R:3
C 2.0813 4.6709 -0.5940 0.33 0.05 -0.34
C 0.9435 4.5230 -1.4026 0.47 -0.43 0.11
C 1.1270 3.8340 -2.6070 0.38 0.11 -0.35
C 2.4073 3.3867 -2.9798 -0.50 -0.53 0.86
N 3.4400 3.3883 -2.1218 0.11 1.58 -0.83
C 3.3211 4.1763 -1.0429 -0.59 -0.67 0.30
C -0.3971 4.7998 -0.9086 -1.94 -1.78 1.62
C -1.4500 4.5042 -0.3296 2.10 -0.17 -0.50
C -2.3525 3.6371 0.4418 0.94 0.66 -0.96
C -1.7953 2.5685 1.1673 0.05 1.01 0.05
C -2.6503 1.6087 1.8035 1.42 -0.80 -1.17
C -3.9504 1.5330 1.2378 -0.59 -0.37 0.79
C -4.5529 2.7332 0.8179 0.54 -0.82 -0.04
C -3.7440 3.8176 0.4262 0.53 -0.72 0.72
Pb -1.1901 -0.3641 0.9273 0.50 -0.18 1.20
P 2.0017 -0.6147 -0.0682 4.52 -0.15 -1.41
H 0.2828 3.5592 -3.2176 -0.11 0.47 -0.37
H 2.0206 5.0666 0.4055 -0.02 0.59 -0.02
H 2.5823 2.9612 -3.9759 -0.15 -0.12 0.51
H 4.2482 4.3742 -0.4896 -0.50 -0.28 0.03
H -4.1122 4.7757 0.0775 -0.44 -0.22 -0.02
H -0.6899 2.5399 1.1750 -0.59 0.13 0.73
H -5.6148 2.8385 0.7967 -0.66 -0.24 -0.48
H -2.2545 1.0061 2.6844 -0.96 0.62 -0.97
C 2.8677 -2.2564 0.1434 -1.47 -0.53 1.13
C 4.0150 -2.6340 -0.7833 0.53 0.07 -0.67
H 2.0572 -2.9984 0.0488 0.35 -0.10 0.13
H 3.2073 -2.2829 1.1879 -0.29 -0.04 -0.12
H 4.3182 -3.6621 -0.5624 -0.33 0.00 0.13
H 3.7322 -2.6052 -1.8390 0.08 -0.10 0.19
H 4.9229 -2.0377 -0.6411 -0.42 -0.04 0.00
C 2.2767 -0.2805 -1.8705 -1.78 -0.05 -0.54
C 3.6879 0.0991 -2.3280 1.03 0.27 0.27
H 1.5803 0.5336 -2.1332 0.20 -0.12 -0.18
H 1.9427 -1.1836 -2.4074 -0.06 0.25 0.16
H 3.6861 0.2298 -3.4183 -0.40 -0.04 0.15
H 4.0139 1.0661 -1.9173 -0.11 -0.37 -0.16
H 4.4445 -0.6758 -2.1294 -0.49 0.52 -0.03
C 3.1817 0.5755 0.7289 -1.20 0.90 0.81
C 4.6569 0.1952 0.7532 0.73 -0.66 -0.18
H 2.8173 0.7038 1.7602 0.22 0.15 -0.13
H 3.0487 1.5370 0.2152 -0.19 -0.09 0.07
H 5.2125 0.9512 1.3215 -0.36 -0.02 0.06
H 4.8343 -0.7700 1.2443 0.02 0.32 -0.07
H 5.1240 0.1762 -0.2400 -0.33 -0.03 0.38
Br -4.6592 -0.3596 1.0017 0.38 2.13 0.97
P -1.9015 -1.9463 -1.3474 -2.08 -0.83 -1.37
C -0.8997 -2.7387 -2.6268 1.21 0.40 0.13
C -1.4451 -4.0412 -3.2008 -0.51 -0.63 -0.18
H 0.1044 -2.8950 -2.1959 -0.18 -0.07 -0.30
H -0.8130 -1.9886 -3.4223 0.18 -0.01 0.20
H -0.7340 -4.3975 -3.9528 0.02 0.11 0.12
H -1.5437 -4.8422 -2.4599 0.04 0.20 -0.15
H -2.4027 -3.9182 -3.7265 0.26 0.08 0.28
C -3.0169 -3.1653 -0.5940 0.49 -0.38 0.79
C -4.3977 -3.2983 -1.2156 -0.68 -0.15 -0.37
H -3.1055 -2.9406 0.4815 0.01 -0.22 -0.25
H -2.4759 -4.1135 -0.6893 -0.05 0.06 0.28
H -4.9369 -4.0830 -0.6732 0.16 0.09 0.02
H -5.0065 -2.3938 -1.1317 0.14 -0.07 -0.09
H -4.3803 -3.6222 -2.2629 0.11 0.16 0.26
C -2.9374 -0.6849 -2.1441 -0.02 0.98 0.30
C -3.4018 -0.9949 -3.5665 -0.22 -0.33 -0.78
H -2.3685 0.2617 -2.1653 -0.16 -0.13 0.02
H -3.8115 -0.5276 -1.4912 0.44 -0.03 -0.19
H -4.0378 -0.1727 -3.9141 0.13 -0.02 0.21
H -2.5863 -1.0632 -4.2936 -0.08 -0.02 0.21
H -4.0183 -1.8985 -3.6485 0.26 0.19 0.17
C -1.4176 -0.9214 5.6673 0.00 -0.03 -0.44
P -0.1748 -0.4487 4.4511 0.40 -0.54 2.69
C 0.0002 1.3209 4.5856 -0.01 -0.02 -0.77
C 1.3852 -1.1392 5.0425 -0.15 -0.01 -0.52
O -0.5344 -1.0745 3.0966 -0.56 0.65 -2.55
H -1.4811 -2.0183 5.6389 -0.05 0.27 0.22
H -2.3893 -0.5083 5.3652 0.13 -0.07 0.24
H -1.1446 -0.5657 6.6762 -0.13 -0.19 -0.44
H 0.0020 1.4987 5.6544 0.05 0.26 0.25
H 0.9358 1.6658 4.1563 0.20 0.05 0.03
H -0.8093 1.8831 4.1314 -0.24 0.11 0.11
H 1.2848 -2.2314 4.9618 0.18 0.26 0.21
H 2.1902 -0.8037 4.3699 -0.10 -0.13 0.35
H 1.5988 -0.8381 6.0851 -0.13 -0.13 -0.52
```
Forces are in eV/Å.

The LUMO energy (spin up / spin down) is -15.508 / -15.774 eV. Its net charge is +4. The energy above the lowest of the compared OMol25 structures with the same formula, charge and spin comes out at 0.00 kcal/mol.